{"formula": "C6H11N3O", "method": "wB97M-V/def2-TZVPD", "largest_force_ev_per_a": 1.72, "smiles": "Cc1c[nH]cn1.CC(N)=O", "relative_energy_kcal_mol": 13.16, "gap_ev": 9.56, "species": ["C", "C", "C", "N", "C", "N", "H", "H", "H", "H", "H", "H", "C", "C", "N", "O", "H", "H", "H", "H", "H"], "xyz": [[-0.568, -1.306, -2.155], [0.010, -1.853, -0.891], [-0.381, -1.549, 0.385], [0.591, -2.091, 1.201], [1.585, -2.547, 0.405], [1.237, -2.457, -0.850], [-1.225, -0.467, -1.941], [-1.183, -2.052, -2.661], [0.215, -1.041, -2.862], [-1.214, -1.096, 0.902], [0.640, -1.850, 2.177], [2.537, -2.886, 0.779], [-0.441, 3.989, 0.027], [-0.653, 2.605, 0.541], [0.178, 1.668, -0.008], [-1.379, 2.312, 1.468], [-1.247, 4.626, 0.383], [-0.151, 4.187, -1.005], [0.502, 4.394, 0.425], [0.331, 0.716, 0.286], [0.817, 1.916, -0.746]], "nbo_charge": [-0.638, 0.097, -0.150, -0.521, 0.166, -0.463, 0.221, 0.220, 0.227, 0.232, 0.415, 0.199, -0.734, 0.670, -0.833, -0.613, 0.244, 0.231, 0.239, 0.409, 0.380]}



{"formula": "C6H11N3O2S", "method": "wB97M-V/def2-TZVPD", "largest_force_ev_per_a": 4.46, "smiles": "C=CN(C)C(=O)NCSC(N)=O", "relative_energy_kcal_mol": 59.65, "gap_ev": 9.42, "species": ["C", "C", "N", "C", "C", "O", "N", "C", "S", "C", "N", "O", "H", "H", "H", "H", "H", "H", "H", "H", "H", "H", "H"], "xyz": [[1.964, 2.088, 0.412], [1.819, 1.098, -0.472], [1.639, -0.299, -0.228], [2.444, -1.098, -1.036], [0.784, -0.798, 0.691], [0.695, -1.921, 1.019], [-0.080, 0.124, 1.267], [-0.733, 1.177, 0.457], [-1.699, 0.275, -0.865], [-3.085, -0.595, 0.207], [-3.707, -1.549, -0.486], [-3.207, -0.233, 1.361], [1.687, 3.049, -0.023], [1.936, 1.852, 1.504], [1.749, 1.249, -1.676], [3.436, -1.023, -0.676], [2.100, -2.160, -0.927], [2.329, -0.819, -2.018], [-0.785, -0.416, 1.677], [-0.195, 2.062, 0.124], [-1.345, 1.669, 1.184], [-4.392, -2.024, -0.021], [-3.355, -1.707, -1.474]], "nbo_charge": [-0.475, 0.022, -0.491, -0.395, 0.800, -0.622, -0.654, -0.354, -0.013, 0.626, -0.821, -0.612, 0.215, 0.234, 0.190, 0.195, 0.234, 0.193, 0.403, 0.249, 0.239, 0.410, 0.427]}



{"formula": "C6H11N3O4S2", "method": "wB97M-V/def2-TZVPD", "largest_force_ev_per_a": 4.17, "smiles": "C/C(C#S(N)=O)=N/N(C)C(=O)S(C)(=O)=O", "relative_energy_kcal_mol": 109.84, "gap_ev": [6.96, 6.96], "species": ["C", "C", "C", "S", "N", "O", "N", "N", "C", "C", "O", "S", "C", "O", "O", "H", "H", "H", "H", "H", "H", "H", "H", "H", "H", "H"], "xyz": [[-3.213, 1.116, -0.424], [-1.899, 0.756, 0.157], [-1.943, -0.430, 0.820], [-1.269, -1.942, 0.466], [-1.353, -2.239, -1.231], [-2.068, -3.050, 0.973], [-0.997, 1.657, -0.215], [0.328, 1.572, 0.102], [1.142, 2.461, -0.698], [0.871, 0.725, 0.935], [0.155, 0.132, 1.734], [2.078, -0.337, 0.112], [2.916, -1.341, 1.416], [1.206, -1.109, -0.736], [3.113, 0.341, -0.600], [-3.176, 0.673, -1.514], [-4.009, 0.575, 0.127], [-3.364, 2.202, -0.407], [-1.520, -3.195, -1.534], [-0.438, -1.876, -1.798], [2.223, 2.593, -0.195], [1.373, 1.979, -1.660], [0.706, 3.460, -0.737], [3.627, -1.993, 0.928], [3.402, -0.650, 2.082], [2.109, -2.081, 1.895]], "nbo_charge": [-0.618, 0.088, -0.132, 1.551, -1.081, -0.929, -0.330, -0.245, -0.417, 0.347, -0.583, 2.093, -0.842, -0.968, -0.940, 0.240, 0.230, 0.258, 0.407, 0.426, 0.222, 0.220, 0.231, 0.256, 0.250, 0.264]}



{"formula": "C6H11N3S", "method": "wB97M-V/def2-TZVPD", "largest_force_ev_per_a": 5.94, "smiles": "CSN/C(C)=N\\C(C)=C=N", "relative_energy_kcal_mol": 50.58, "gap_ev": 8.42, "species": ["C", "S", "N", "C", "C", "N", "C", "C", "C", "N", "H", "H", "H", "H", "H", "H", "H", "H", "H", "H", "H"], "xyz": [[-0.160, -2.432, 1.987], [1.553, -1.704, 1.543], [0.994, -0.498, 0.447], [0.427, -0.518, -0.764], [0.464, -1.846, -1.392], [-0.077, 0.474, -1.333], [-0.210, 1.766, -0.749], [-1.299, 1.844, 0.348], [0.271, 2.899, -1.161], [0.982, 3.895, -1.408], [-0.652, -1.701, 2.555], [0.269, -3.202, 2.698], [-0.677, -2.939, 1.221], [0.998, 0.493, 0.938], [1.204, -1.914, -2.218], [0.747, -2.539, -0.617], [-0.591, -2.117, -1.764], [-1.242, 2.594, 1.094], [-2.268, 2.104, -0.143], [-1.292, 0.846, 0.794], [0.560, 4.496, -2.075]], "nbo_charge": [-0.705, 0.389, -0.786, 0.449, -0.665, -0.499, -0.064, -0.623, 0.358, -0.619, 0.218, 0.218, 0.219, 0.413, 0.245, 0.214, 0.237, 0.219, 0.220, 0.209, 0.353]}



{"formula": "C6H11N4", "method": "wB97M-V/def2-TZVPD", "largest_force_ev_per_a": 5.44, "total_charge": 1, "relative_energy_kcal_mol": 60.73, "gap_ev": 9.61, "species": ["C", "C", "C", "C", "C", "C", "N", "N", "N", "N", "H", "H", "H", "H", "H", "H", "H", "H", "H", "H", "H"], "xyz": [[0.499, -2.119, -0.046], [1.889, -1.906, -0.021], [-0.078, -0.824, -0.145], [-1.238, 1.178, 0.270], [0.696, 1.401, 0.307], [-2.452, -0.982, -0.117], [2.151, -0.623, 0.008], [0.979, 0.058, -0.093], [-1.300, -0.179, -0.286], [1.340, 2.507, -0.422], [0.036, -3.024, -0.350], [2.613, -2.711, 0.074], [-1.656, 1.228, 1.204], [-1.562, 1.952, -0.372], [1.053, 1.589, 1.350], [-2.751, -0.899, 0.866], [-3.376, -0.594, -0.746], [-2.187, -1.964, -0.256], [1.096, 3.431, 0.027], [1.192, 2.554, -1.477], [3.057, -0.068, 0.225]], "nbo_charge": [-0.377, 0.085, 0.450, -0.175, 0.133, -0.392, -0.308, -0.214, -0.399, -0.846, 0.263, 0.264, 0.196, 0.211, 0.206, 0.194, 0.226, 0.213, 0.404, 0.394, 0.473]}



{"formula": "C6H11N4", "method": "wB97M-V/def2-TZVPD", "largest_force_ev_per_a": 4.63, "smiles": "Cc1cc([NH2+][C@@H]2CN2)n[nH]1", "total_charge": 1, "relative_energy_kcal_mol": 63.85, "gap_ev": 10.43, "species": ["C", "C", "C", "C", "N", "C", "C", "N", "N", "N", "H", "H", "H", "H", "H", "H", "H", "H", "H", "H", "H"], "xyz": [[0.043, 0.702, -3.772], [-0.045, 0.391, -2.331], [0.677, -0.489, -1.565], [0.087, -0.305, -0.284], [0.499, -0.910, 1.030], [-0.425, -0.624, 2.349], [0.047, 0.379, 3.259], [0.343, -1.002, 3.458], [-0.932, 0.638, -0.243], [-0.940, 1.024, -1.535], [-0.124, -0.275, -4.173], [-0.669, 1.496, -4.022], [1.133, 0.864, -3.960], [1.476, -0.999, -1.886], [0.546, -1.930, 1.102], [1.449, -0.613, 1.328], [-1.456, -0.617, 1.940], [0.816, 1.142, 3.135], [-0.834, 0.873, 3.830], [-0.084, -1.394, 4.283], [-1.607, 1.649, -1.942]], "nbo_charge": [-0.652, 0.222, -0.351, 0.240, -0.547, 0.087, -0.265, -0.577, -0.265, -0.306, 0.250, 0.239, 0.252, 0.242, 0.442, 0.442, 0.267, 0.227, 0.223, 0.407, 0.423]}



{"formula": "C6H11N5", "method": "wB97M-V/def2-TZVPD", "largest_force_ev_per_a": 2.05, "smiles": "[NH2+]=C=N/C=C\\N1C=NC[C@H]1[NH3+]", "total_charge": 2, "relative_energy_kcal_mol": 34.80, "gap_ev": 8.84, "species": ["N", "C", "N", "C", "C", "N", "C", "N", "C", "C", "N", "H", "H", "H", "H", "H", "H", "H", "H", "H", "H", "H"], "xyz": [[1.542, 4.374, -1.176], [0.860, 3.466, -0.624], [0.319, 2.493, -0.239], [-0.611, 1.917, 0.561], [-0.871, 0.597, 0.681], [-0.335, -0.503, 0.083], [0.557, -0.588, -1.013], [0.616, -1.715, -1.554], [-0.296, -2.614, -0.911], [-0.810, -1.840, 0.334], [-0.141, -2.401, 1.591], [2.420, 4.708, -0.782], [1.222, 4.843, -2.022], [-1.206, 2.593, 1.161], [-1.666, 0.361, 1.379], [1.121, 0.266, -1.333], [0.207, -3.552, -0.676], [-1.100, -2.851, -1.614], [-1.890, -1.901, 0.496], [-0.392, -1.878, 2.443], [0.886, -2.390, 1.488], [-0.431, -3.383, 1.725]], "nbo_charge": [-0.741, 0.739, -0.302, -0.167, 0.104, -0.450, 0.243, -0.334, -0.292, 0.100, -0.692, 0.472, 0.472, 0.256, 0.235, 0.227, 0.241, 0.271, 0.250, 0.453, 0.456, 0.462]}



{"formula": "C6H11N5O2", "method": "wB97M-V/def2-TZVPD", "largest_force_ev_per_a": 5.66, "relative_energy_kcal_mol": 181.03, "gap_ev": 8.71, "species": ["C", "C", "C", "C", "C", "C", "N", "N", "N", "N", "N", "O", "O", "H", "H", "H", "H", "H", "H", "H", "H", "H", "H", "H"], "xyz": [[2.985, -0.186, -0.134], [-0.314, -0.923, 1.094], [-1.263, 0.306, -0.891], [0.151, 1.594, 0.678], [0.982, -0.268, -1.031], [-0.005, 0.184, 0.027], [2.930, -1.017, 0.990], [3.768, -0.894, -1.049], [3.501, -2.108, 0.750], [4.041, -1.996, -0.547], [3.131, 1.251, -0.013], [3.094, 1.919, -1.013], [3.469, 1.715, 1.046], [0.316, -0.931, 1.888], [-0.075, -1.932, 0.610], [-1.233, -0.975, 1.578], [-1.116, -0.239, -1.939], [-1.999, -0.262, -0.366], [-1.598, 1.315, -1.017], [0.302, 2.342, -0.034], [1.073, 1.725, 1.208], [-0.654, 1.644, 1.373], [1.042, -1.373, -1.161], [1.241, 0.235, -1.870]], "nbo_charge": [0.174, -0.607, -0.580, -0.611, -0.030, -0.135, -0.183, -0.176, -0.039, -0.055, 0.510, -0.364, -0.343, 0.234, 0.206, 0.220, 0.217, 0.230, 0.232, 0.222, 0.227, 0.225, 0.222, 0.206]}



{"formula": "C6H11N5S", "method": "wB97M-V/def2-TZVPD", "largest_force_ev_per_a": 4.13, "smiles": "S=N/C=[N+]1/C=C2C[NH2+]CCN2N1", "total_charge": 2, "relative_energy_kcal_mol": 130.89, "gap_ev": [6.46, 7.05], "species": ["S", "N", "C", "N", "C", "C", "C", "N", "C", "C", "N", "N", "H", "H", "H", "H", "H", "H", "H", "H", "H", "H", "H"], "xyz": [[-2.431, 0.806, -3.063], [-1.832, 2.114, -2.683], [-1.475, 2.647, -1.615], [-1.202, 1.728, -0.482], [0.097, 1.792, 0.153], [0.426, 0.592, 0.531], [1.601, 0.003, 1.342], [1.540, -1.466, 1.377], [1.055, -2.065, 0.081], [-0.385, -1.623, -0.099], [-0.623, -0.286, 0.407], [-1.671, 0.420, -0.439], [-1.300, 3.631, -1.253], [0.599, 2.791, 0.222], [2.540, 0.342, 0.850], [1.310, 0.316, 2.376], [2.548, -1.920, 1.664], [0.868, -1.642, 2.227], [1.133, -3.123, -0.119], [1.626, -1.555, -0.729], [-0.569, -1.635, -1.214], [-1.231, -2.302, 0.381], [-2.623, 0.435, 0.084]], "nbo_charge": [0.655, -0.510, 0.232, -0.178, -0.058, 0.101, -0.254, -0.537, -0.251, -0.269, -0.236, -0.241, 0.253, 0.286, 0.279, 0.275, 0.502, 0.469, 0.292, 0.240, 0.253, 0.254, 0.442]}



{"formula": "C6H11NO", "method": "wB97M-V/def2-TZVPD", "largest_force_ev_per_a": 1.11, "multiplicity": 2, "total_charge": -1, "relative_energy_kcal_mol": 38.65, "gap_ev": [6.41, 5.69], "species": ["C", "N", "C", "O", "C", "C", "C", "C", "H", "H", "H", "H", "H", "H", "H", "H", "H", "H", "H"], "xyz": [[-0.253, 0.691, 0.737], [0.273, -0.378, 1.525], [-0.745, -1.283, 2.219], [-1.748, -1.713, 1.499], [-1.135, 0.364, -0.494], [-0.479, 0.477, -1.825], [0.869, 0.374, -2.106], [1.994, 0.195, -1.305], [-0.864, 1.335, 1.378], [0.495, 1.441, 0.457], [-0.985, -0.692, 3.140], [-0.052, -2.082, 2.613], [-1.486, -0.667, -0.376], [-1.952, 1.083, -0.492], [-1.085, 0.796, -2.674], [0.952, -0.932, 1.030], [1.098, 0.521, -3.163], [2.209, 0.488, -0.299], [2.895, -0.017, -1.864]], "nbo_charge": [-0.208, -0.707, 0.156, -0.929, -0.520, -0.088, -0.308, -0.389, 0.177, 0.164, 0.052, 0.050, 0.307, 0.193, 0.171, 0.336, 0.182, 0.198, 0.160]}



{"formula": "C6H11NO", "method": "wB97M-V/def2-TZVPD", "largest_force_ev_per_a": 3.10, "smiles": "c1cc[nH]c1.COC", "relative_energy_kcal_mol": 43.99, "gap_ev": 8.36, "species": ["C", "C", "C", "N", "C", "H", "H", "H", "H", "H", "C", "O", "C", "H", "H", "H", "H", "H", "H"], "xyz": [[-1.415, -2.018, 1.840], [-0.729, -2.844, 0.915], [0.068, -2.024, 0.135], [-0.123, -0.737, 0.567], [-1.020, -0.712, 1.603], [-2.125, -2.334, 2.604], [-0.803, -3.928, 0.821], [0.749, -2.249, -0.685], [0.338, 0.086, 0.173], [-1.303, 0.225, 2.083], [1.720, 2.131, -0.628], [0.668, 1.188, -0.567], [-0.310, 1.473, -1.547], [2.453, 1.867, 0.152], [1.358, 3.156, -0.438], [2.226, 2.113, -1.608], [-0.759, 2.469, -1.396], [0.109, 1.426, -2.566], [-1.104, 0.712, -1.458]], "nbo_charge": [-0.322, -0.307, -0.096, -0.524, -0.092, 0.215, 0.213, 0.202, 0.430, 0.202, -0.250, -0.546, -0.261, 0.205, 0.179, 0.179, 0.178, 0.178, 0.218]}



{"formula": "C6H11NO", "method": "wB97M-V/def2-TZVPD", "largest_force_ev_per_a": 2.15, "smiles": "C=CC[C@@H](C)NC=O", "relative_energy_kcal_mol": 37.29, "gap_ev": 10.56, "species": ["C", "C", "C", "C", "C", "N", "C", "O", "H", "H", "H", "H", "H", "H", "H", "H", "H", "H", "H"], "xyz": [[0.457, 2.633, -1.528], [0.041, 2.034, -0.421], [-0.877, 0.889, -0.263], [-0.201, -0.298, 0.471], [-1.271, -1.197, 1.125], [0.693, -1.201, -0.256], [1.515, -2.160, 0.266], [2.379, -2.657, -0.437], [0.207, 2.251, -2.516], [1.033, 3.564, -1.531], [0.500, 2.326, 0.522], [-1.265, 0.515, -1.234], [-1.716, 1.125, 0.392], [0.381, 0.178, 1.281], [-0.794, -2.136, 1.456], [-1.511, -0.772, 2.117], [-2.022, -1.581, 0.438], [1.123, -0.816, -1.091], [1.329, -2.698, 1.208]], "nbo_charge": [-0.385, -0.182, -0.445, -0.027, -0.629, -0.633, 0.512, -0.604, 0.191, 0.207, 0.191, 0.214, 0.232, 0.172, 0.208, 0.218, 0.224, 0.403, 0.134]}